18
Properties=species:S:1:pos:R:3 method="wB97M-V/def2-TZVPD" lumo_energy_ev=0.912 de_lowest_ev=2.820 max_force_ha_per_bohr=0.1073
H 1.779 2.087 0.020
H 0.378 -2.249 -0.548
H -0.445 1.459 1.220
C -0.382 0.466 1.051
H 2.375 0.786 0.733
H -1.840 -1.440 -0.806
C -2.377 0.167 0.342
O -2.570 1.175 -0.605
H 2.782 0.806 -1.036
H -1.723 1.271 -1.064
C 1.155 -1.464 -0.562
O -2.395 -1.111 -0.072
C 2.059 1.126 -0.164
H 1.898 -1.631 -1.348
P 0.425 0.264 -0.583
H -2.988 0.174 1.246
H 0.031 -0.190 1.800
H 1.837 -1.694 0.375